No. 1
ORCA calculation (ωB97M-V with the def2-TZVPD basis set) on a structure of composition C23H14ClGdN3O5.

Values from the calculation:
E_LUMO (spin up / spin down) = -4.16 / -6.51 eV
2S+1 = 8
Net charge = +1
ΔE to the lowest compared entry with this formula, charge and spin = 14.9 kcal/mol
<S²> = 16.118

Last column: Löwdin spin population.
Atoms and positions in Å:
1 Gd -0.13980 1.67707 -0.10822  5.041
2 O 3.61637 3.96559 -1.55978  0.048
3 C 2.65619 3.17075 -1.12351  0.104
4 O 1.44921 3.46901 -1.15961  0.063
5 C 3.06563 1.87096 -0.58926  0.262
6 C 4.39928 1.36860 -0.45799  0.006
7 C 4.56887 0.08341 -0.08433  0.180
8 C 3.41675 -0.76769 0.35769  0.057
9 C 2.06752 -0.07261 0.39016  0.059
10 N 1.99440 1.12647 -0.34122  0.199
11 C 1.38740 0.16489 1.86286  0.028
12 O 1.82822 -0.51096 2.75512  0.026
13 O 0.46523 1.04651 1.83560  0.016
14 H 3.25758 4.80242 -1.87995  0.001
15 H 5.22502 2.01570 -0.71636  -0.004
16 H 5.55204 -0.36954 -0.06759  0.010
17 H 3.62297 -1.24708 1.31400  0.006
18 Cl -7.32881 1.95710 -0.16260  0.000
19 C -5.63028 2.23709 -0.04549  0.001
20 C -5.13153 3.54107 -0.14158  0.004
21 C -3.78087 3.76398 -0.05144  0.000
22 C -2.85964 2.71322 0.09785  0.006
23 O -1.58425 2.99988 0.22280  0.008
24 C -3.36998 1.37869 0.18787  0.004
25 C -2.62493 0.14771 0.35412  0.007
26 N -1.44412 -0.19211 -0.10149  -0.006
27 C -1.04787 -1.56467 0.01619  0.062
28 C -2.04512 -2.53349 0.06380  0.009
29 C -1.77755 -3.88950 0.17862  0.100
30 C -0.47261 -4.32546 0.23314  -0.021
31 C 0.56720 -3.41774 0.09775  0.106
32 C 1.91625 -3.94701 0.09836  0.025
33 C 2.94896 -3.20866 -0.29271  0.089
34 C 2.75183 -1.79064 -0.63438  0.064
35 N 1.40696 -1.21288 -0.35087  0.314
36 C 0.31814 -2.01565 -0.04038  0.090
37 C -4.77143 1.19198 0.15630  0.001
38 H -5.81571 4.36981 -0.26358  0.000
39 H -3.37634 4.76660 -0.08153  0.000
40 H -3.20546 -0.60573 0.87971  0.000
41 H -3.07758 -2.23654 -0.03178  -0.001
42 H -2.59419 -4.59778 0.20913  0.005
43 H -0.24192 -5.37673 0.33607  -0.003
44 H 2.04016 -4.98042 0.39447  0.000
45 H 3.96462 -3.58095 -0.33869  0.004
46 H 3.01092 -1.57765 -1.67654  0.029
47 H -5.17775 0.19297 0.25928  0.000

Forces on the atoms, in the same order (eV/Å):
Gd 2.60 0.81 -1.71
O 0.37 0.01 -0.02
C -0.26 -0.70 0.44
O 0.03 -0.02 -0.02
C 0.66 0.82 -0.52
C -0.34 -0.04 -0.18
C 0.06 -0.13 -0.03
C -0.03 0.24 -0.24
C 0.18 1.45 0.85
N -0.05 -0.62 0.07
C 1.10 -1.18 -0.71
O -0.30 0.20 0.18
O -0.31 -0.19 0.90
H -0.24 0.07 0.01
H 0.06 -0.07 0.01
H 0.01 0.08 0.13
H -0.12 -0.11 -0.01
Cl -0.08 -0.02 0.02
C 0.06 0.06 -0.01
C 0.01 -0.11 0.02
C 0.18 -0.03 -0.06
C -0.66 -0.11 0.15
O -2.16 2.05 0.41
C 0.17 0.45 0.15
C 0.04 -0.22 -0.35
N -0.71 -1.22 0.27
C -0.72 -0.05 0.18
C 0.26 0.40 -0.07
C 0.24 -0.29 0.05
C -0.25 0.01 0.03
C 0.27 -0.41 -0.09
C -0.20 -0.08 0.05
C 0.07 0.38 -0.19
C -0.08 -0.29 0.27
N -0.30 -1.74 0.63
C 0.51 0.73 -0.52
C -0.02 -0.14 0.05
H -0.02 -0.01 -0.01
H -0.02 0.00 -0.02
H -0.01 -0.04 -0.04
H 0.00 -0.01 -0.05
H -0.01 0.02 0.02
H 0.00 0.00 0.01
H 0.00 0.01 -0.03
H -0.03 -0.08 -0.04
H 0.05 0.14 0.00
H 0.00 0.01 0.01

No. 2
ORCA calculation (ωB97M-V with the def2-TZVPD basis set) on a cluster of 2 separate species, C6H14N3S2 in total.

Values from the calculation:
E_LUMO = -4.77 eV
Net charge = +1
ΔE to the lowest compared entry with this formula, charge and spin = 55.0 kcal/mol

Last column: natural (NBO) charge in e.
Atoms and positions in Å:
1 C 2.93191 -0.17226 -0.92204  -0.417
2 C 2.24161 0.10812 0.08996  0.440
3 C -1.39781 0.49292 -1.61521  -0.410
4 C -2.89269 -0.29554 -0.09477  -0.416
5 C 0.95403 -0.57584 1.98440  -0.439
6 C 0.96916 1.75412 1.30491  -0.391
7 N -0.05846 -2.18942 -0.70840  -0.744
8 N -1.44252 -0.02520 -0.26507  -0.642
9 N 1.40288 0.35888 0.98947  -0.257
10 S 2.18185 -0.77185 -2.40142  0.027
11 S 0.37221 -1.99074 -2.11241  0.896
12 H 4.09185 -0.01373 -1.05195  0.332
13 H -0.81540 -0.18016 -2.28764  0.152
14 H -2.45499 0.64471 -2.01036  0.232
15 H -0.78155 1.42718 -1.63019  0.201
16 H -2.92559 -0.74015 0.83901  0.194
17 H -3.42783 0.60890 -0.00257  0.215
18 H -3.05888 -1.05143 -0.81000  0.194
19 H -0.07530 -0.53369 2.19281  0.251
20 H 1.04143 -1.47860 1.51839  0.240
21 H 1.72147 -0.68988 2.79922  0.250
22 H 0.79369 1.78619 2.27587  0.218
23 H 1.60130 2.47652 1.04040  0.223
24 H -0.08423 1.90212 0.80134  0.257
25 H -0.88818 -0.85117 0.07625  0.394

Forces on the atoms, in the same order (eV/Å):
C 3.30 -0.43 -2.59
C -2.01 0.36 2.22
C 1.39 0.57 -0.23
C 2.71 -0.72 1.20
C 2.36 -0.90 1.01
C -4.43 -2.49 -4.25
N 0.59 -0.29 -1.48
N -1.15 0.90 0.22
N 0.69 2.27 0.16
S 0.55 0.41 -0.87
S -0.21 -0.49 2.03
H -2.43 -0.46 0.71
H -0.63 0.25 -0.18
H 1.72 -0.04 0.27
H -0.73 -0.39 -0.28
H -0.75 -1.14 2.07
H -0.88 0.79 -0.74
H -1.65 -0.45 -1.05
H -1.09 1.01 0.79
H 0.18 -2.82 -1.28
H -1.26 0.84 -0.24
H -0.59 0.06 4.51
H 2.77 2.53 -1.43
H 2.05 -0.33 0.76
H -0.48 0.97 -1.30